{"formula": "H15S8", "method": "ωB97M-V/def2-TZVPD", "mol_weight_da": 271.656, "total_energy_ev": -86924.1533, "charge": -1, "de_lowest_ev": 1.415, "symbols": ["S", "H", "S", "H", "H", "S", "H", "H", "S", "H", "H", "S", "H", "H", "S", "H", "H", "S", "H", "H", "S", "H", "H"], "xyz": [[1.992, 4.141, 4.166], [2.589, 5.272, 3.678], [-0.915, -4.625, -1.200], [-1.853, -5.406, -1.385], [-1.150, -3.868, -0.057], [-7.171, 0.846, 0.421], [-6.827, 1.941, 1.163], [-6.595, 1.178, -0.844], [4.830, 3.112, -1.068], [2.890, 3.762, 5.153], [4.159, 2.815, -2.183], [-2.041, 0.214, 2.991], [-3.146, -0.451, 2.619], [-1.518, 0.444, 1.599], [-1.711, -0.597, -1.901], [-1.215, 0.271, -1.067], [5.747, 4.026, -1.369], [6.256, -3.674, 1.325], [5.253, -3.856, 2.240], [6.187, -2.346, 1.421], [-2.307, -1.288, -5.683], [-1.086, -0.724, -5.802], [-2.365, -1.187, -4.215]]}

{"formula": "C3H2F3NO", "method": "ωB97M-V/def2-TZVPD", "mol_weight_da": 125.049, "total_energy_ev": -14832.6215, "de_lowest_ev": 0.769, "symbols": ["F", "C", "N", "C", "F", "F", "C", "O", "H", "H"], "xyz": [[0.838, -2.227, -1.342], [0.394, -1.261, -0.630], [-0.616, -1.186, 0.119], [-0.761, 0.147, 0.552], [-0.818, 0.134, 2.021], [-2.020, 0.485, 0.348], [0.483, 0.928, -0.119], [1.032, -0.100, -0.930], [0.298, 1.873, -0.693], [1.171, 1.206, 0.673]]}